An isolated molecule of C16H8 in a non-equilibrium geometry, computed with the ωB97M-V functional and the def2-TZVPD basis.

Each line ends with the Mulliken charge.
Cartesian coordinates (Å):
1 C 0.7294 1.3549 -0.5605  -0.331
2 C 0.5530 1.4173 0.6644  -0.271
3 C -0.0743 0.8398 1.7921  0.451
4 C 0.3637 1.0122 3.1527  -0.567
5 C -0.4377 0.6264 4.2487  -0.341
6 C -1.5358 -0.1579 4.0584  -0.459
7 C -1.7624 -0.6771 2.7797  -0.440
8 C -1.0210 -0.2765 1.6783  0.452
9 C -1.0166 -0.9705 0.4233  -0.518
10 C -0.7705 -1.0738 -0.7316  0.075
11 C 0.0699 -0.7290 -1.8150  0.318
12 C 0.2280 -1.5240 -2.9704  -0.707
13 C 0.8976 -1.0191 -4.0477  -0.413
14 C 1.4486 0.2259 -4.0451  -0.514
15 C 1.1886 1.1302 -2.9540  -0.434
16 C 0.6328 0.6350 -1.8477  0.770
17 H 1.2900 1.6313 3.3425  0.335
18 H -0.1272 0.8960 5.2540  0.354
19 H -2.1942 -0.4899 4.8107  0.409
20 H -2.5412 -1.4798 2.6512  0.318
21 H -0.2973 -2.4834 -3.0767  0.384
22 H 0.9259 -1.5405 -4.9524  0.416
23 H 1.9596 0.4720 -5.0079  0.289
24 H 1.4912 2.1805 -2.8469  0.426

* highest occupied orbital energy: -0.2893 Ha
* SMILES: C1#Cc2ccccc2C#Cc2ccccc21
* energy: -614.30970 a.u.

=====

A structure of composition C16H8Cl36GaO2S in a non-equilibrium geometry, computed with the ωB97M-V functional and the def2-TZVPD basis.

Each line ends with the Mulliken charge.
Cartesian coordinates (Å):
1 O -1.8953 -2.0860 0.5937  -0.453
2 C -2.0715 -1.0074 -0.0570  0.257
3 O -1.0224 -0.1393 -0.4375  -0.260
4 Ga 0.4837 -1.0989 -1.1089  0.118
5 S 2.3607 -0.0897 -0.1313  -0.413
6 C -3.5488 -0.4920 -0.4682  0.492
7 C -3.8475 1.0007 -0.0655  -0.311
8 C -5.2016 1.6661 -0.4128  -0.239
9 C -6.2458 0.7881 -1.1693  -0.449
10 C -5.9614 -0.7010 -1.5845  -0.399
11 C -4.5858 -1.3769 -1.2195  -0.351
12 H 0.4346 -2.6718 -0.8689  -0.125
13 H 0.6347 -0.7839 -2.6928  -0.233
14 H 1.9575 1.2542 -0.0623  -0.043
15 H -3.0557 1.6245 0.4816  0.311
16 H -5.3573 2.7465 -0.0976  0.230
17 H -7.2465 1.2687 -1.4342  0.283
18 H -6.7591 -1.2906 -2.1707  0.280
19 H -4.3523 -2.4522 -1.5127  0.357
20 C -0.5364 -4.6262 2.8986  0.289
21 Cl -0.0172 -5.7565 4.1698  -0.091
22 Cl -1.7341 -5.4202 1.8535  -0.125
23 Cl -1.2624 -3.1882 3.6453  -0.077
24 Cl 0.8698 -4.1444 1.9290  0.023
25 C -7.2277 4.0334 2.8166  0.375
26 Cl -6.7228 2.8959 4.0838  -0.093
27 Cl -8.4250 3.2520 1.7619  -0.097
28 Cl -7.9491 5.4743 3.5666  -0.110
29 Cl -5.8140 4.5122 1.8535  -0.087
30 C 2.5368 4.8455 -0.5071  0.259
31 Cl 1.9601 6.5178 -0.3173  -0.122
32 Cl 1.1531 3.7324 -0.4098  -0.020
33 Cl 3.3398 4.6712 -2.0846  0.008
34 Cl 3.6879 4.4672 0.7909  -0.059
35 C -0.4097 -10.0284 3.6063  0.342
36 Cl 0.9070 -9.0636 2.9076  -0.063
37 Cl -1.9055 -9.0707 3.6141  -0.072
38 Cl -0.6506 -11.4959 2.6326  -0.106
39 Cl 0.0099 -10.4853 5.2720  -0.111
40 C 2.2554 -2.3222 5.8046  0.277
41 Cl 2.6802 -4.0459 5.7186  -0.080
42 Cl 0.5819 -2.1531 6.3782  -0.085
43 Cl 3.3545 -1.4968 6.9330  -0.126
44 Cl 2.4048 -1.5937 4.1925  -0.012
45 C 5.9135 7.7771 -3.0646  0.284
46 Cl 5.2956 7.5418 -4.7144  -0.095
47 Cl 7.2641 6.6611 -2.7744  -0.091
48 Cl 6.4802 9.4520 -2.8782  -0.112
49 Cl 4.6147 7.4569 -1.8955  -0.013
50 C 6.7374 2.1685 -0.9901  0.252
51 Cl 6.3381 3.8956 -1.1430  -0.026
52 Cl 6.5442 1.3766 -2.5688  -0.114
53 Cl 8.4224 2.0005 -0.4451  -0.122
54 Cl 5.6571 1.4011 0.1903  -0.003
55 C 0.4268 4.7201 -4.9397  0.223
56 Cl 0.2897 3.4048 -6.1265  -0.099
57 Cl 1.9513 5.5970 -5.2015  -0.075
58 Cl -0.9401 5.8398 -5.1364  -0.116
59 Cl 0.4063 4.0425 -3.2986  0.030
60 C 1.3585 -5.8003 -2.7400  0.235
61 Cl -0.2789 -6.4123 -3.0639  -0.124
62 Cl 1.3968 -5.0307 -1.1420  0.099
63 Cl 2.5138 -7.1529 -2.7777  -0.122
64 Cl 1.8013 -4.6093 -3.9816  -0.100

* total charge: -1
* highest occupied orbital energy: -0.1888 Ha
* energy: -19654.67122 a.u.

=====

A structure of composition C16H8N7O6 in a non-equilibrium geometry, computed with the ωB97M-V functional and the def2-TZVPD basis.

Each line ends with the Mulliken charge.
Cartesian coordinates (Å):
1 C 2.6394 -1.5439 0.2351  -2.180
2 C 1.1671 -1.1674 0.0259  2.406
3 C 0.3910 -2.3920 0.1698  -0.120
4 N -0.1791 -3.4093 0.1854  -0.725
5 C 0.9412 -0.5877 -1.3506  -0.230
6 C 2.0169 -0.1023 -2.1174  -0.156
7 C 1.7998 0.4276 -3.3803  -1.044
8 C 0.5146 0.4520 -3.9267  0.444
9 C 0.2954 1.0418 -5.2168  0.019
10 N 0.1288 1.5316 -6.2676  -0.591
11 C -0.5456 -0.1031 -3.2033  -1.092
12 C -0.3347 -0.6184 -1.9240  -0.088
13 H 3.3019 -0.6722 0.2024  0.471
14 H 2.7475 -2.0236 1.2129  0.479
15 H 2.9146 -2.2619 -0.5559  0.442
16 H 3.0363 -0.1222 -1.7264  0.295
17 H 2.6396 0.8197 -3.9549  0.408
18 H -1.5409 -0.1340 -3.6457  0.412
19 H -1.1727 -1.0448 -1.3622  0.453
20 O -4.2871 2.4695 3.1155  -0.726
21 N -3.5017 1.5371 3.0948  0.749
22 C -2.4101 1.1642 2.3305  0.211
23 C -1.9792 -0.0895 2.7960  0.540
24 N -2.7681 -0.5317 3.8286  -0.605
25 O -3.7119 0.4453 3.9756  -0.212
26 C -0.7666 -0.6638 2.2529  -1.244
27 N -0.1152 -1.8272 2.8663  0.894
28 O -0.7680 -2.6825 3.4857  -0.650
29 O 1.1350 -1.8930 2.7571  -0.596
30 C -0.0468 -0.0392 1.2100  1.244
31 C -0.5124 1.2255 0.8102  0.024
32 N 0.2540 2.2550 0.2650  0.821
33 O 1.3681 2.2611 -0.2525  -0.715
34 O -0.4267 3.4453 0.5012  -0.220
35 N -1.6306 3.2286 1.1433  -0.541
36 C -1.6587 1.8759 1.3456  0.163
37 H 1.0651 -0.2705 1.0745  0.260

* total charge: -1
* highest occupied orbital energy: -0.1454 Ha
* energy: -1448.80067 a.u.

=====

A structure of composition C16H9CaClIN2O5, computed with the ωB97M-V functional and the def2-TZVPD basis.

Each line ends with the Mulliken charge.
Cartesian coordinates (Å):
1 Ca -0.1727 0.0522 -0.5102  1.897
2 O 0.0939 -3.4729 2.1705  -0.406
3 C -0.1172 -2.3283 1.5586  0.385
4 O -0.3491 -2.1868 0.3784  -0.627
5 C -0.0072 -1.1405 2.5130  0.274
6 C 0.2896 -1.2314 3.8633  -0.439
7 C 0.4226 -0.0389 4.5629  -0.727
8 C 0.2892 1.1790 3.9085  -0.593
9 C -0.0069 1.1671 2.5526  0.847
10 N -0.1736 0.0227 1.9076  -0.196
11 C -0.1072 2.3867 1.6273  0.566
12 O 0.0567 3.5857 2.1442  -0.424
13 O -0.2975 2.2409 0.4420  -0.593
14 H 0.0273 -4.1994 1.5210  0.420
15 H 0.4209 -2.1863 4.3514  0.555
16 H 0.6499 -0.0581 5.6204  0.456
17 H 0.4274 2.0956 4.4681  0.251
18 H 0.1826 3.5609 3.1035  0.296
19 Cl 5.9874 0.0229 -4.1350  -0.244
20 C 4.3129 0.0122 -3.6660  0.294
21 C 3.3438 0.0072 -4.6162  -0.428
22 C 1.9725 -0.0025 -4.2620  -0.400
23 I 0.5914 -0.0113 -5.7946  0.095
24 C 1.5549 -0.0072 -2.9496  1.280
25 O 0.2969 -0.0155 -2.5840  -1.165
26 C 2.5957 0.0013 -1.9374  -0.162
27 N 2.2227 0.0018 -0.6038  -0.379
28 C 3.1572 0.0051 0.3191  -0.082
29 C 4.5311 0.0098 0.0508  -1.075
30 C 4.9237 0.0130 -1.2575  -0.592
31 C 3.9635 0.0092 -2.2881  0.273
32 H 3.6214 0.0103 -5.6610  0.404
33 H 2.8160 0.0053 1.3525  0.381
34 H 5.2462 0.0123 0.8602  0.427
35 H 5.9743 0.0185 -1.5144  0.432

* total charge: +1
* highest occupied orbital energy: -0.3594 Ha
* energy: -2536.31042 a.u.

=====

A cluster of 2 separate species, C16H9F3N3O6S in total in a non-equilibrium geometry, computed with the ωB97M-V functional and the def2-TZVPD basis.

Each line ends with the Mulliken charge.
Cartesian coordinates (Å):
1 O -2.2134 5.0433 -1.8506  -0.581
2 N -2.7010 3.9412 -2.2112  0.917
3 O -3.8904 3.8902 -2.5863  -0.613
4 C -1.8644 2.7501 -2.1476  -0.472
5 C -2.4287 1.4769 -2.4072  -0.518
6 C -1.5869 0.3768 -2.2787  -0.471
7 C -0.2081 0.5493 -2.0601  -0.451
8 C 0.3554 1.8101 -1.7925  0.314
9 C 1.8542 1.9175 -1.6302  -0.430
10 N 2.5694 3.3801 -1.7149  1.053
11 O 3.8025 3.2234 -1.7015  -0.594
12 O 1.9606 4.4247 -1.8028  -0.584
13 C -0.5014 2.8878 -1.7517  0.324
14 H -3.4997 1.4197 -2.6539  0.434
15 H -2.0257 -0.6174 -2.3573  0.347
16 H 0.4799 -0.2856 -2.1302  0.286
17 H 2.2975 1.3132 -2.4571  0.403
18 H -0.1636 3.8929 -1.4631  0.549
19 F 2.1508 3.0806 1.5786  -0.311
20 C 1.6716 1.8220 1.2432  0.701
21 F 2.0337 0.9803 2.2415  -0.181
22 F 0.3179 1.9266 1.2393  -0.159
23 S 2.7339 1.2277 -0.3026  -0.041
24 N 0.8543 -0.9953 1.2153  0.138
25 C -0.4557 -1.3593 1.1210  -0.127
26 O -1.4352 -0.7807 0.6669  -0.689
27 C -0.5230 -2.7304 1.7376  0.273
28 C 0.7596 -3.1571 2.0050  0.177
29 C 1.0181 -4.3922 2.6071  -0.432
30 C -0.0961 -5.2110 2.8926  -0.355
31 C -1.4208 -4.7630 2.6194  -0.426
32 C -1.6414 -3.4945 2.0542  -0.302
33 C 1.6807 -2.0498 1.5779  -0.016
34 O 2.8939 -2.1672 1.5850  -0.721
35 H 2.0519 -4.6609 2.8366  0.433
36 H 0.0712 -6.1938 3.3449  0.347
37 H -2.2724 -5.4092 2.8701  0.350
38 H -2.6291 -3.0671 1.8635  0.426

* total charge: -1
* highest occupied orbital energy: -0.1918 Ha
* energy: -1928.48145 a.u.

=====

A structure of composition C17H10ClMoN4O4S in a non-equilibrium geometry, computed with the ωB97M-V functional and the def2-TZVPD basis.

Each line ends with the Mulliken charge.
Cartesian coordinates (Å):
1 Mo 0.1446 0.7120 -0.3061  1.228
2 O -6.4942 2.4638 1.2231  -0.658
3 C -6.0587 2.4578 0.0808  0.381
4 O -6.5946 2.6199 -1.0438  -0.697
5 C -4.5406 2.1684 -0.0607  0.303
6 C -3.8393 2.4346 -1.2288  -0.725
7 C -2.4988 2.1068 -1.3112  -0.140
8 N -1.8559 1.5165 -0.2932  -0.110
9 C -2.5372 1.2818 0.8466  0.805
10 C -3.8626 1.6004 1.0161  -0.426
11 C -1.7242 0.6083 1.8954  0.166
12 O -2.0547 0.2617 2.9734  -0.447
13 O -0.4142 0.3941 1.4260  -0.681
14 H -4.3558 2.8861 -2.0650  0.516
15 H -1.9122 2.3142 -2.1973  0.380
16 H -4.3841 1.4150 1.9463  0.590
17 N 2.8209 -2.4989 -0.3002  -0.014
18 C 3.7263 -1.7176 0.4169  0.598
19 C 4.9868 -1.9961 0.9306  -1.066
20 C 5.6085 -0.9632 1.6005  -0.452
21 C 5.0019 0.2962 1.7519  -0.628
22 C 3.7517 0.5649 1.2382  -0.777
23 C 3.1159 -0.4722 0.5628  0.556
24 N 1.8739 -0.5153 -0.0643  0.133
25 C 1.7480 -1.7418 -0.5572  0.326
26 C 0.5189 -2.0892 -1.2581  -0.421
27 C 0.0877 -3.2233 -1.8565  -0.067
28 S -1.4879 -2.9919 -2.4884  -0.019
29 C -1.4945 -1.3969 -1.9489  -0.167
30 N -0.3958 -1.0448 -1.3166  0.055
31 H 2.9505 -3.4617 -0.5653  0.243
32 H 5.4564 -2.9631 0.8160  0.411
33 H 6.5907 -1.1249 2.0224  0.408
34 H 5.5341 1.0710 2.2858  0.411
35 H 3.2852 1.5341 1.3515  0.420
36 H 0.5897 -4.1722 -1.9534  0.405
37 H -2.3293 -0.7260 -2.0954  0.472
38 Cl 1.0427 2.3915 -1.4738  -0.310

* total charge: +1
* highest occupied orbital energy (spin up / spin down): -0.3707 / -0.3707 Ha
* energy: -2100.21479 a.u.